1.
# C7H5BrN2O4

The molecule C7H5BrN2O4 in a non-equilibrium geometry (wB97M-V/def2-TZVPD, OMol25).

Geometry as ORCA input:
```
! RIJCOSX wB97M-V def2-TZVPD def2/J DEFGRID3
* xyz 0 1
O 1.127 -2.414 0.264
N 1.863 -1.612 -0.237
O 2.817 -1.815 -0.925
C 1.515 -0.172 0.100
Br 2.786 1.036 -1.094
C 0.082 0.134 -0.108
C -0.573 1.053 0.710
C -1.922 1.289 0.527
C -2.619 0.640 -0.480
C -1.956 -0.233 -1.327
C -0.610 -0.486 -1.147
N 1.974 0.006 1.533
O 1.264 -0.523 2.341
O 2.988 0.605 1.729
H -0.043 1.579 1.487
H -2.433 1.981 1.178
H -3.675 0.819 -0.608
H -2.486 -0.723 -2.128
H -0.100 -1.163 -1.815
*
```

The calculation puts the LUMO energy at -1.000 eV. The molar mass comes out at 261.03 g mol⁻¹. The highest occupied orbital energy is -0.3703 hartree.



2.
# C3H8S2

A cluster of 2 separate species, C3H8S2 in total in a non-equilibrium geometry (wB97M-V/def2-TZVPD, OMol25).

Geometry as ORCA input:
```
! RIJCOSX wB97M-V def2-TZVPD def2/J DEFGRID3
* xyz 0 1
C -2.798 0.166 -0.176
C -2.876 -0.564 0.932
H -2.128 0.031 -1.013
H -3.138 1.203 -0.186
H -2.347 -1.511 0.968
H -3.596 -0.359 1.711
C 1.988 -1.318 -0.479
S 0.593 -0.156 -0.807
S 1.125 1.111 0.619
H 1.659 -1.998 0.299
H 2.842 -0.657 -0.357
H 2.342 -1.948 -1.303
H -0.075 1.353 1.197
*
```

The calculation puts the LUMO energy at 0.689 eV. The molar mass comes out at 108.23 g mol⁻¹. The highest occupied orbital energy is -0.3054 hartree.



3.
# C6H9N

A structure of composition C6H9N (wB97M-V/def2-TZVPD, OMol25).

Geometry as ORCA input:
```
! RIJCOSX wB97M-V def2-TZVPD def2/J DEFGRID3
* xyz 0 1
C -2.558 -0.396 0.128
C -1.129 0.053 0.137
C -0.626 1.345 0.215
C 0.759 1.279 0.024
C 1.086 -0.065 -0.135
C 2.418 -0.750 -0.024
N -0.120 -0.858 -0.035
H -2.633 -1.424 0.490
H -3.171 0.248 0.765
H -2.985 -0.365 -0.882
H -1.213 2.246 0.358
H 1.459 2.106 0.038
H 2.402 -1.737 -0.497
H 3.204 -0.154 -0.498
H 2.685 -0.892 1.029
H 0.424 -0.636 -1.114
*
```

The calculation puts the LUMO energy at 1.007 eV. The molar mass comes out at 95.14 g mol⁻¹. The highest occupied orbital energy is -0.3114 hartree.



4.
# C16H20GaN2O4

A structure of composition C16H20GaN2O4 in a non-equilibrium geometry (wB97M-V/def2-TZVPD, OMol25).

Geometry as ORCA input:
```
! RIJCOSX wB97M-V def2-TZVPD def2/J DEFGRID3
* xyz 1 1
Ga -0.457 -0.933 -0.525
N 1.715 -0.966 -0.904
C 2.538 0.199 -0.619
C 3.900 -0.064 -0.484
C 4.828 0.951 -0.376
C 4.369 2.254 -0.414
C 3.017 2.510 -0.485
C 2.032 1.509 -0.556
C 0.599 1.920 -0.579
C 0.286 3.281 -0.425
C -0.993 3.787 -0.528
C -2.049 2.943 -0.812
C -1.796 1.587 -0.883
C -0.511 1.070 -0.741
H 2.232 -1.794 -0.592
H 1.665 -1.056 -1.927
H 4.241 -1.092 -0.485
H 5.880 0.731 -0.295
H 5.061 3.080 -0.383
H 2.737 3.547 -0.505
H 1.059 3.995 -0.196
H -1.156 4.846 -0.391
H -3.048 3.327 -0.948
H -2.620 0.917 -1.076
C -3.533 -2.319 -0.828
O -2.697 -1.344 -0.210
C -3.026 -1.053 1.144
C -2.002 -1.697 2.073
O -0.749 -1.106 1.754
C 0.334 -1.659 2.487
H -4.572 -1.977 -0.816
H -3.458 -3.289 -0.329
H -3.205 -2.413 -1.863
H -4.036 -1.402 1.374
H -2.967 0.035 1.266
H -1.961 -2.783 1.905
H -2.254 -1.501 3.122
H 0.137 -1.568 3.558
H 1.217 -1.079 2.225
H 0.490 -2.711 2.228
O -0.211 -3.049 -0.284
N -0.413 -3.307 -1.479
O -0.622 -2.328 -2.199
*
```

The calculation puts the LUMO energy at -2.768 eV. The molar mass comes out at 374.07 g mol⁻¹. The highest occupied orbital energy is -0.4214 hartree.



5.
# C36H45F27O18

A cluster of 9 separate species, C36H45F27O18 in total in a non-equilibrium geometry (wB97M-V/def2-TZVPD, OMol25).

Geometry as ORCA input:
```
! RIJCOSX wB97M-V def2-TZVPD def2/J DEFGRID3
* xyz 0 1
C 7.762 -3.883 3.366
C 6.596 -2.999 2.842
O 6.165 -2.007 3.900
C 5.383 -0.915 3.500
O 4.950 -0.756 2.392
C 5.071 0.173 4.557
F 4.146 -0.250 5.494
F 6.235 0.561 5.066
F 4.484 1.348 4.071
H 8.183 -4.384 2.458
H 7.448 -4.514 4.234
H 8.695 -3.163 3.616
H 5.602 -3.644 2.556
H 6.908 -2.463 1.944
C -4.627 -3.394 5.083
C -3.271 -3.214 4.491
O -3.322 -3.393 3.008
C -2.262 -3.373 2.283
O -1.140 -3.087 2.693
C -2.495 -3.588 0.827
F -2.967 -4.814 0.411
F -3.389 -2.586 0.334
F -1.333 -3.395 0.154
H -5.303 -2.946 4.474
H -4.752 -2.801 6.073
H -4.718 -4.392 5.322
H -2.507 -3.934 4.810
H -2.970 -2.173 4.531
C -3.012 4.496 4.403
C -2.793 2.940 4.684
O -2.883 2.219 3.470
C -2.680 0.953 3.441
O -2.333 0.299 4.454
C -2.854 0.294 2.076
F -1.718 -0.437 1.901
F -3.895 -0.550 2.242
F -3.031 1.018 1.063
H -3.948 4.475 3.877
H -2.133 4.829 3.787
H -3.141 5.251 5.212
H -3.762 2.648 5.255
H -1.917 2.671 5.261
C -3.138 4.575 -3.965
C -1.775 4.437 -4.832
O -1.018 5.606 -4.916
C -0.155 6.008 -3.932
O -0.085 5.442 -2.868
C 0.633 7.322 -4.250
F -0.012 7.931 -5.299
F 0.726 8.216 -3.265
F 1.872 7.010 -4.718
H -3.656 3.647 -3.865
H -4.000 5.041 -4.423
H -2.990 4.856 -2.866
H -2.032 3.894 -5.760
H -1.094 3.724 -4.273
C -4.730 0.009 -1.778
C -6.026 -0.708 -1.230
O -7.071 0.322 -1.199
C -8.386 -0.048 -0.855
O -8.840 -1.196 -0.685
C -9.352 1.161 -0.480
F -10.682 0.771 -0.715
F -9.229 1.496 0.767
F -9.042 2.095 -1.355
H -4.481 0.717 -1.082
H -4.768 0.493 -2.706
H -3.874 -0.785 -1.730
H -5.862 -1.204 -0.206
H -6.363 -1.493 -1.974
C -2.987 -2.446 -3.786
C -3.454 -3.730 -4.403
O -4.472 -4.332 -3.645
C -4.245 -5.370 -2.773
O -3.239 -5.868 -2.555
C -5.576 -5.922 -2.178
F -5.536 -5.571 -0.796
F -6.795 -5.483 -2.657
F -5.544 -7.285 -2.294
H -2.530 -2.745 -2.706
H -3.827 -1.856 -3.499
H -2.016 -2.097 -4.368
H -2.777 -4.465 -4.503
H -3.773 -3.941 -5.426
C 4.142 2.770 -0.956
C 5.039 2.402 0.219
O 4.823 3.359 1.278
C 5.727 3.409 2.335
O 6.724 2.706 2.551
C 5.410 4.666 3.210
F 4.527 5.511 2.538
F 4.929 4.385 4.414
F 6.507 5.366 3.427
H 3.245 3.242 -0.569
H 3.852 2.119 -1.842
H 4.795 3.582 -1.319
H 6.086 2.401 -0.022
H 4.581 1.444 0.701
C 7.383 0.551 -1.812
C 7.275 -0.868 -1.170
O 6.492 -1.690 -2.069
C 5.627 -2.597 -1.639
O 5.524 -2.913 -0.430
C 4.979 -3.372 -2.699
F 4.206 -4.375 -2.096
F 4.074 -2.588 -3.388
F 5.822 -4.010 -3.598
H 7.867 0.621 -2.747
H 7.759 1.395 -1.350
H 6.419 0.608 -2.158
H 6.888 -0.928 -0.237
H 8.166 -1.449 -1.238
C 2.571 -1.292 -0.321
C 1.121 -1.311 -0.630
O 0.841 0.042 -1.194
C -0.376 0.378 -1.553
O -1.439 -0.248 -1.636
C -0.557 1.962 -1.778
F 0.369 2.362 -2.732
F -1.830 2.195 -2.211
F -0.367 2.726 -0.690
H 3.224 -1.149 -1.275
H 2.801 -2.344 -0.016
H 3.028 -0.745 0.579
H 0.410 -1.531 0.100
H 1.035 -2.133 -1.488
*
```

The calculation puts the LUMO energy at 0.043 eV. The molar mass comes out at 1278.68 g mol⁻¹. The highest occupied orbital energy is -0.3997 hartree.



6.
# C6H12N2O2S

The molecule C6H12N2O2S in a non-equilibrium geometry (wB97M-V/def2-TZVPD, OMol25).

Geometry as ORCA input:
```
! RIJCOSX wB97M-V def2-TZVPD def2/J DEFGRID3
* xyz 0 1
C -0.798 -0.900 1.225
C 1.586 -1.448 0.631
C 0.722 1.280 0.470
C 0.590 -0.778 1.680
C 0.384 0.257 -0.567
C -2.243 0.885 -1.434
N 0.924 0.639 1.809
N 1.289 -0.741 -0.668
O -0.517 -0.627 -2.848
O -0.087 1.744 -2.751
S -0.529 0.547 -2.061
H -1.168 -1.928 0.952
H -1.588 -0.218 1.625
H 2.611 -1.146 0.919
H 1.348 -2.472 0.581
H 1.579 2.049 0.279
H -0.192 2.010 0.381
H 0.765 -1.256 2.637
H -2.600 -0.117 -0.985
H -1.977 1.540 -0.523
H -2.970 1.372 -2.055
H 1.991 0.806 1.935
H 0.881 -1.500 -1.232
*
```

The calculation puts the LUMO energy (alpha / beta) at -0.045 / -0.081 eV. The molar mass comes out at 176.24 g mol⁻¹. The highest occupied orbital energy (alpha / beta) is -0.2878 / -0.3007 hartree.



Energy relative to the best compared isomer or geometry (same formula, charge and spin) for every record listed, in sequence, given in kcal per mole: 0.00, 42.50, 47.22, 0.00, 235.76, 105.31.